1.
{
  "formula": "C4H13N3O2",
  "method": "ωB97M-V with the def2-TZVPD basis set",
  "elements": ["N", "C", "C", "N", "C", "O", "C", "N", "H", "H", "H", "H", "H", "H", "H", "H", "H", "H", "H", "O", "H", "H"],
  "coordinates": [[-0.49308, 0.03420, -3.44210], [-0.98584, 0.36355, -2.10482], [-0.70798, -0.73804, -1.08817], [0.61422, -0.65733, -0.48669], [0.98618, -0.73091, 0.84068], [1.99504, -0.06938, 1.08379], [0.20412, -1.43065, 1.95530], [-1.17172, -0.92410, 1.94430], [0.00302, -0.82720, -3.55033], [-0.14983, 0.87757, -3.88463], [-0.60767, 1.30429, -1.65612], [-2.01877, 0.68724, -2.16324], [-0.65448, -1.62492, -1.72555], [-1.55330, -1.02004, -0.45136], [1.24215, -0.00515, -0.95225], [0.32977, -2.52408, 1.90734], [0.69748, -1.06344, 2.89809], [-1.20204, 0.09574, 2.04277], [-1.75799, -1.19623, 2.75846], [-0.02012, 3.25630, 1.15830], [0.36189, 2.44186, 1.50568], [-0.11086, 3.84203, 1.91930]],
  "forces_ev_per_angstrom": [[-0.7467, 1.3534, 0.5861], [0.1383, 0.9303, 0.8843], [-0.5648, -1.8899, -1.6148], [-0.8190, 0.1117, 1.0187], [0.6979, 1.6496, -1.1419], [0.0212, -0.7320, 1.1251], [0.5136, 1.2379, 1.0825], [-1.4515, -0.0448, 0.6859], [0.5062, 0.1303, 0.0089], [0.4049, -0.7705, -0.3338], [0.7766, -0.2344, -0.5062], [-0.7075, -0.8330, 0.0200], [-0.2014, -0.3569, -0.1507], [0.6173, 0.8139, 0.5084], [-0.1756, -0.2573, 0.1103], [-0.5583, 0.3893, -0.1585], [0.0631, -0.6756, -0.9325], [0.4705, -0.3510, -0.3836], [0.9295, -0.3928, -0.7766], [-0.1139, -0.0543, 0.1149], [0.1479, 0.0957, -0.0367], [0.0519, -0.1196, -0.1098]],
  "lowdin_charge": [-0.002, -0.282, -0.205, 0.067, -0.466, 0.014, -0.176, -0.023, 0.055, 0.067, 0.111, 0.096, 0.099, 0.106, 0.140, 0.122, 0.121, 0.078, 0.087, -0.063, 0.018, 0.036],
  "lumo_ev": 0.68,
  "relative_energy_ev": 1.528,
  "smiles": "NCCNC(=O)CN.O",
  "homo_lumo_gap_ev": 9.606,
  "mol_weight_g_mol": 135.17,
  "energy_ha": -474.9208
}

***

2.
{
  "formula": "C4H13N3O2",
  "method": "ωB97M-V with the def2-TZVPD basis set",
  "elements": ["C", "C", "N", "C", "O", "N", "C", "N", "H", "H", "H", "H", "H", "H", "H", "H", "H", "H", "H", "O", "H", "H"],
  "coordinates": [[-0.99973, -2.07510, -0.69049], [-1.15011, -0.66366, -0.26195], [-2.42589, 0.07478, -0.48563], [0.01906, 0.02026, -1.13642], [0.57175, -0.52814, -2.06564], [0.71695, 1.16792, -0.85483], [0.29731, 2.14869, 0.21801], [1.47940, 2.18850, 1.15675], [0.05734, -2.44456, -0.49367], [-1.62816, -2.83033, -0.40816], [-1.05595, -2.15228, -1.80105], [-0.86740, -0.57184, 0.78900], [-3.12923, -0.37211, 0.06706], [-2.55268, 0.04036, -1.53538], [1.21157, 1.53863, -1.67171], [0.12809, 3.21971, -0.08604], [-0.53011, 1.76930, 0.85400], [2.26778, 2.07169, 0.63775], [1.32348, 1.40498, 1.68820], [1.97069, -1.35369, 2.33927], [1.55436, -1.72384, 1.62042], [2.74147, -0.92928, 2.12050]],
  "forces_ev_per_angstrom": [[2.5468, -0.5538, -2.4465], [1.0993, 1.7634, -0.4677], [2.1254, -0.3449, -1.7274], [1.8002, 0.6025, -0.0207], [-1.1948, -1.9433, -1.2703], [-2.9366, 2.5786, 2.0438], [2.2374, -0.0294, 0.5964], [-3.7300, 2.7129, 0.1290], [-1.2001, 0.5070, -0.0261], [-2.0738, -1.4435, 1.6599], [0.1008, 0.3433, 0.5949], [-0.0671, 0.2316, 0.0624], [-0.7713, -0.2591, -0.3169], [-0.7036, -0.0861, 1.8400], [-0.2779, -0.3538, 0.6096], [-0.1651, -1.3866, -0.3412], [0.2099, 0.2634, -1.0539], [2.7410, -0.3853, -1.6307], [0.2819, -2.2463, 1.8247], [-1.7247, -0.2127, 3.8519], [-1.0260, -1.1372, -2.6965], [2.7283, 1.3793, -1.2145]],
  "lowdin_charge": [-0.090, -0.356, 0.047, -0.434, 0.024, 0.058, -0.194, 0.019, 0.108, 0.041, 0.097, 0.126, 0.060, 0.110, 0.146, 0.116, 0.109, 0.013, 0.001, 0.022, -0.018, -0.005],
  "lumo_ev": 0.67,
  "relative_energy_ev": 2.106,
  "smiles": "C[C@H](N)C(=O)NCN.O",
  "homo_lumo_gap_ev": 9.861,
  "mol_weight_g_mol": 135.17,
  "energy_ha": -474.8995
}

***

3.
{
  "formula": "C4H13N4",
  "method": "ωB97M-V with the def2-TZVPD basis set",
  "elements": ["C", "C", "C", "C", "N", "N", "N", "N", "H", "H", "H", "H", "H", "H", "H", "H", "H", "H", "H", "H", "H"],
  "coordinates": [[2.53773, -0.81748, -0.01281], [2.97928, 0.49429, 0.51726], [-3.28936, -0.73631, 0.03622], [-0.84145, -0.09734, -0.21846], [-0.30923, -1.21490, -0.48572], [-2.77736, 1.53934, -0.05032], [-2.26611, 0.28840, 0.13252], [3.89578, 1.19585, -0.11399], [2.53953, -1.51120, 0.90289], [3.15390, -1.17200, -0.80087], [2.74645, 0.91692, 1.48506], [-2.78893, -1.76238, -0.12051], [-3.79670, -1.04419, 1.01661], [-4.00932, -0.51991, -0.85657], [-0.21186, 0.77393, -0.31839], [-0.89662, -2.07586, -0.45043], [1.53804, -0.90298, -0.36471], [-3.79923, 1.50024, -0.22771], [-2.67555, 2.07275, 0.82999], [4.19459, 0.80053, -0.95820], [4.07643, 2.27232, 0.05813]],
  "forces_ev_per_angstrom": [[1.5637, 0.0209, 3.3015], [1.4720, 0.2774, -1.0592], [0.0868, -2.6748, -0.1218], [-3.8494, 1.2667, -0.4635], [-0.8345, -0.8491, 0.5564], [-0.2379, 2.8291, 0.5346], [2.6908, -4.2029, -0.0821], [-1.6401, 2.4555, 1.7496], [0.0901, 0.6671, -1.3959], [0.8535, -0.3118, -0.5830], [-0.8288, -0.1410, 0.0453], [-0.6477, 1.5820, -0.4667], [0.1590, 1.4125, -1.2125], [1.0866, -0.5027, 1.7374], [-0.0566, 0.5440, 0.2221], [0.3616, 1.1073, -0.0263], [-1.7613, 0.3660, -0.2252], [1.1330, -0.1681, -0.0973], [-0.2419, -0.3172, -0.6306], [0.8198, -0.2027, -1.6500], [-0.2187, -3.1582, -0.1330]],
  "lowdin_charge": [-0.024, -0.047, -0.100, -0.187, 0.051, 0.007, -0.280, 0.192, 0.148, 0.088, 0.146, 0.076, 0.104, 0.120, 0.099, 0.075, 0.012, 0.095, 0.097, 0.109, 0.220],
  "lumo_ev": -4.74,
  "relative_energy_ev": 4.483,
  "homo_lumo_gap_ev": 6.361,
  "total_charge": 1,
  "mol_weight_g_mol": 117.18,
  "energy_ha": -378.8710
}

***

Repeat the first record exactly.
{
  "formula": "C4H13N3O2",
  "method": "ωB97M-V with the def2-TZVPD basis set",
  "elements": ["N", "C", "C", "N", "C", "O", "C", "N", "H", "H", "H", "H", "H", "H", "H", "H", "H", "H", "H", "O", "H", "H"],
  "coordinates": [[-0.49308, 0.03420, -3.44210], [-0.98584, 0.36355, -2.10482], [-0.70798, -0.73804, -1.08817], [0.61422, -0.65733, -0.48669], [0.98618, -0.73091, 0.84068], [1.99504, -0.06938, 1.08379], [0.20412, -1.43065, 1.95530], [-1.17172, -0.92410, 1.94430], [0.00302, -0.82720, -3.55033], [-0.14983, 0.87757, -3.88463], [-0.60767, 1.30429, -1.65612], [-2.01877, 0.68724, -2.16324], [-0.65448, -1.62492, -1.72555], [-1.55330, -1.02004, -0.45136], [1.24215, -0.00515, -0.95225], [0.32977, -2.52408, 1.90734], [0.69748, -1.06344, 2.89809], [-1.20204, 0.09574, 2.04277], [-1.75799, -1.19623, 2.75846], [-0.02012, 3.25630, 1.15830], [0.36189, 2.44186, 1.50568], [-0.11086, 3.84203, 1.91930]],
  "forces_ev_per_angstrom": [[-0.7467, 1.3534, 0.5861], [0.1383, 0.9303, 0.8843], [-0.5648, -1.8899, -1.6148], [-0.8190, 0.1117, 1.0187], [0.6979, 1.6496, -1.1419], [0.0212, -0.7320, 1.1251], [0.5136, 1.2379, 1.0825], [-1.4515, -0.0448, 0.6859], [0.5062, 0.1303, 0.0089], [0.4049, -0.7705, -0.3338], [0.7766, -0.2344, -0.5062], [-0.7075, -0.8330, 0.0200], [-0.2014, -0.3569, -0.1507], [0.6173, 0.8139, 0.5084], [-0.1756, -0.2573, 0.1103], [-0.5583, 0.3893, -0.1585], [0.0631, -0.6756, -0.9325], [0.4705, -0.3510, -0.3836], [0.9295, -0.3928, -0.7766], [-0.1139, -0.0543, 0.1149], [0.1479, 0.0957, -0.0367], [0.0519, -0.1196, -0.1098]],
  "lowdin_charge": [-0.002, -0.282, -0.205, 0.067, -0.466, 0.014, -0.176, -0.023, 0.055, 0.067, 0.111, 0.096, 0.099, 0.106, 0.140, 0.122, 0.121, 0.078, 0.087, -0.063, 0.018, 0.036],
  "lumo_ev": 0.68,
  "relative_energy_ev": 1.528,
  "smiles": "NCCNC(=O)CN.O",
  "homo_lumo_gap_ev": 9.606,
  "mol_weight_g_mol": 135.17,
  "energy_ha": -474.9208
}

***

What did the third record say?
{
  "formula": "C4H13N4",
  "method": "ωB97M-V with the def2-TZVPD basis set",
  "elements": ["C", "C", "C", "C", "N", "N", "N", "N", "H", "H", "H", "H", "H", "H", "H", "H", "H", "H", "H", "H", "H"],
  "coordinates": [[2.53773, -0.81748, -0.01281], [2.97928, 0.49429, 0.51726], [-3.28936, -0.73631, 0.03622], [-0.84145, -0.09734, -0.21846], [-0.30923, -1.21490, -0.48572], [-2.77736, 1.53934, -0.05032], [-2.26611, 0.28840, 0.13252], [3.89578, 1.19585, -0.11399], [2.53953, -1.51120, 0.90289], [3.15390, -1.17200, -0.80087], [2.74645, 0.91692, 1.48506], [-2.78893, -1.76238, -0.12051], [-3.79670, -1.04419, 1.01661], [-4.00932, -0.51991, -0.85657], [-0.21186, 0.77393, -0.31839], [-0.89662, -2.07586, -0.45043], [1.53804, -0.90298, -0.36471], [-3.79923, 1.50024, -0.22771], [-2.67555, 2.07275, 0.82999], [4.19459, 0.80053, -0.95820], [4.07643, 2.27232, 0.05813]],
  "forces_ev_per_angstrom": [[1.5637, 0.0209, 3.3015], [1.4720, 0.2774, -1.0592], [0.0868, -2.6748, -0.1218], [-3.8494, 1.2667, -0.4635], [-0.8345, -0.8491, 0.5564], [-0.2379, 2.8291, 0.5346], [2.6908, -4.2029, -0.0821], [-1.6401, 2.4555, 1.7496], [0.0901, 0.6671, -1.3959], [0.8535, -0.3118, -0.5830], [-0.8288, -0.1410, 0.0453], [-0.6477, 1.5820, -0.4667], [0.1590, 1.4125, -1.2125], [1.0866, -0.5027, 1.7374], [-0.0566, 0.5440, 0.2221], [0.3616, 1.1073, -0.0263], [-1.7613, 0.3660, -0.2252], [1.1330, -0.1681, -0.0973], [-0.2419, -0.3172, -0.6306], [0.8198, -0.2027, -1.6500], [-0.2187, -3.1582, -0.1330]],
  "lowdin_charge": [-0.024, -0.047, -0.100, -0.187, 0.051, 0.007, -0.280, 0.192, 0.148, 0.088, 0.146, 0.076, 0.104, 0.120, 0.099, 0.075, 0.012, 0.095, 0.097, 0.109, 0.220],
  "lumo_ev": -4.74,
  "relative_energy_ev": 4.483,
  "homo_lumo_gap_ev": 6.361,
  "total_charge": 1,
  "mol_weight_g_mol": 117.18,
  "energy_ha": -378.8710
}

***

Please write out number 2 again, unchanged.
{
  "formula": "C4H13N3O2",
  "method": "ωB97M-V with the def2-TZVPD basis set",
  "elements": ["C", "C", "N", "C", "O", "N", "C", "N", "H", "H", "H", "H", "H", "H", "H", "H", "H", "H", "H", "O", "H", "H"],
  "coordinates": [[-0.99973, -2.07510, -0.69049], [-1.15011, -0.66366, -0.26195], [-2.42589, 0.07478, -0.48563], [0.01906, 0.02026, -1.13642], [0.57175, -0.52814, -2.06564], [0.71695, 1.16792, -0.85483], [0.29731, 2.14869, 0.21801], [1.47940, 2.18850, 1.15675], [0.05734, -2.44456, -0.49367], [-1.62816, -2.83033, -0.40816], [-1.05595, -2.15228, -1.80105], [-0.86740, -0.57184, 0.78900], [-3.12923, -0.37211, 0.06706], [-2.55268, 0.04036, -1.53538], [1.21157, 1.53863, -1.67171], [0.12809, 3.21971, -0.08604], [-0.53011, 1.76930, 0.85400], [2.26778, 2.07169, 0.63775], [1.32348, 1.40498, 1.68820], [1.97069, -1.35369, 2.33927], [1.55436, -1.72384, 1.62042], [2.74147, -0.92928, 2.12050]],
  "forces_ev_per_angstrom": [[2.5468, -0.5538, -2.4465], [1.0993, 1.7634, -0.4677], [2.1254, -0.3449, -1.7274], [1.8002, 0.6025, -0.0207], [-1.1948, -1.9433, -1.2703], [-2.9366, 2.5786, 2.0438], [2.2374, -0.0294, 0.5964], [-3.7300, 2.7129, 0.1290], [-1.2001, 0.5070, -0.0261], [-2.0738, -1.4435, 1.6599], [0.1008, 0.3433, 0.5949], [-0.0671, 0.2316, 0.0624], [-0.7713, -0.2591, -0.3169], [-0.7036, -0.0861, 1.8400], [-0.2779, -0.3538, 0.6096], [-0.1651, -1.3866, -0.3412], [0.2099, 0.2634, -1.0539], [2.7410, -0.3853, -1.6307], [0.2819, -2.2463, 1.8247], [-1.7247, -0.2127, 3.8519], [-1.0260, -1.1372, -2.6965], [2.7283, 1.3793, -1.2145]],
  "lowdin_charge": [-0.090, -0.356, 0.047, -0.434, 0.024, 0.058, -0.194, 0.019, 0.108, 0.041, 0.097, 0.126, 0.060, 0.110, 0.146, 0.116, 0.109, 0.013, 0.001, 0.022, -0.018, -0.005],
  "lumo_ev": 0.67,
  "relative_energy_ev": 2.106,
  "smiles": "C[C@H](N)C(=O)NCN.O",
  "homo_lumo_gap_ev": 9.861,
  "mol_weight_g_mol": 135.17,
  "energy_ha": -474.8995
}